50
Properties=species:S:1:pos:R:3:forces:R:3:lowdin_charge:R:1 method="wB97M-V/def2-TZVPD" homo_energy_ev="-10.58 / -10.73" relative_energy_ev=0.195 orbital_gap_ev="7.044 / 7.728" charge=+1 multiplicity=4
Cr 0.296 -0.073 -0.436 0.633 -0.574 0.205 0.3474
S 1.301 -0.333 -2.629 -0.111 0.000 0.078 0.7168
S 0.083 0.473 1.949 -0.002 -0.009 -0.157 0.7948
N 2.267 0.432 3.584 0.171 0.091 0.783 0.0631
N 2.771 0.132 1.586 0.427 -0.113 -0.447 -0.0791
N -5.094 2.530 -1.255 0.203 0.031 0.039 0.1443
N -1.233 -0.374 -3.633 -0.144 0.022 0.020 0.0569
N 0.305 0.135 -5.087 0.227 0.120 -0.105 -0.1401
N -0.950 1.243 -0.944 -0.484 0.429 -0.112 0.0141
N 2.623 0.016 0.205 -0.152 0.007 -0.080 0.0695
N -1.688 5.582 -1.070 -0.062 -0.201 -0.007 0.1454
N 3.635 0.288 3.587 -0.424 0.045 -0.064 0.1643
C 3.939 0.108 2.349 -0.041 0.010 -0.214 -0.2999
C 1.706 0.345 2.390 -0.092 -0.078 -0.005 -0.7021
C 0.064 -0.170 -3.818 0.011 0.008 -0.161 -0.6994
C -2.025 -0.174 -4.853 0.208 0.007 0.094 -0.0781
C 0.734 -3.133 0.415 0.013 0.003 -0.070 -0.0749
C -1.673 -3.847 0.453 -0.033 -0.085 -0.028 -0.0720
C -2.112 4.510 -1.057 -0.099 -0.280 0.025 -0.2186
C -3.988 2.834 -1.144 0.301 0.056 -0.039 -0.2208
C -0.715 -2.661 0.551 -0.020 0.036 -0.263 -0.5116
C -1.699 2.141 -0.952 -0.213 0.097 -0.202 -0.1329
C -2.595 3.160 -1.041 -0.274 0.394 0.025 -0.2518
C -0.937 0.204 -5.874 0.105 -0.042 0.090 -0.0737
C -1.053 -1.619 -0.526 0.215 -0.189 0.240 -0.2321
C 5.295 -0.105 1.786 -0.054 0.013 -0.014 0.0148
C 1.596 0.439 -5.684 -0.167 -0.030 0.025 -0.0264
H 2.323 0.648 -4.905 -0.019 -0.003 0.043 0.0571
H 1.025 -3.792 1.236 -0.045 0.015 -0.053 0.0913
H -1.596 -4.326 -0.528 -0.003 0.025 0.082 0.0871
H -1.623 -0.520 -2.719 -0.069 0.014 0.077 0.0976
H 2.950 0.867 -0.245 0.102 0.094 -0.077 0.1268
H -1.061 1.209 -6.273 0.000 0.046 0.006 0.1314
H 1.447 -2.295 0.416 -0.029 -0.028 0.043 0.0341
H -0.893 -0.493 -6.709 0.038 -0.040 -0.021 0.1310
H 5.372 -1.084 1.308 -0.005 0.020 0.011 0.0938
H -2.540 -1.091 -5.127 -0.032 -0.080 0.013 0.1250
H 6.021 -0.058 2.594 -0.049 0.003 -0.006 0.0994
H -2.762 0.611 -4.717 -0.022 0.083 0.052 0.1279
H 1.494 1.318 -6.318 -0.011 0.019 0.002 0.1008
H -0.835 -2.217 1.537 -0.047 0.124 0.095 0.0947
H 1.952 -0.394 -6.289 -0.026 -0.043 -0.021 0.1019
H -0.940 -2.079 -1.514 0.030 -0.006 0.008 0.0544
H -1.444 -4.595 1.216 -0.018 0.031 -0.049 0.0860
H 5.541 0.664 1.051 -0.014 -0.023 0.026 0.0943
H 0.877 -3.673 -0.526 0.011 0.038 0.041 0.0949
H 1.781 0.601 4.450 0.004 -0.003 0.063 0.1733
H 3.186 -0.759 -0.130 -0.007 -0.116 -0.074 0.1174
H -2.073 -1.241 -0.426 0.011 0.084 0.092 0.0764
H -2.708 -3.527 0.593 0.060 -0.023 -0.010 0.0855

46
Properties=species:S:1:pos:R:3:forces:R:3:lowdin_charge:R:1 method="wB97M-V/def2-TZVPD" homo_energy_ev="-7.87 / -7.70" orbital_gap_ev="8.149 / 5.209" multiplicity=8
Eu 0.094 0.018 1.281 -0.796 -1.590 -0.951 1.3542
P 1.003 2.213 -0.155 -1.009 0.724 -0.410 0.7328
F -0.726 -2.783 2.713 -0.128 -0.323 0.584 -0.0189
F 0.838 -1.204 4.385 -1.207 0.085 -0.205 0.0668
F -0.750 0.334 4.488 0.224 -1.540 -0.303 0.0655
F -2.339 -1.253 2.687 -0.116 -0.136 0.782 -0.0117
F -1.139 -1.709 5.190 0.185 0.137 0.805 0.1331
N 0.986 -1.781 -0.169 0.254 -0.376 -0.241 -0.3979
C -0.977 -1.425 2.886 0.840 0.720 -1.321 -0.5212
C 1.534 -1.232 -1.419 0.057 -0.188 -0.059 -0.0985
C 2.081 -2.266 0.712 -0.343 -0.180 -0.135 -0.1025
C -2.492 -0.798 -2.447 0.635 0.815 0.691 -0.0303
C -2.679 0.441 -3.084 0.050 -0.287 0.426 -0.0750
C -0.706 2.776 -0.734 0.322 -0.334 0.466 -0.2916
C -2.164 1.623 -2.537 0.444 -0.326 0.631 -0.0409
C 1.914 2.312 -1.703 0.583 0.063 -0.360 -0.2942
C -1.341 0.339 -0.683 0.595 -0.009 -0.094 -0.1673
C 1.645 3.555 0.875 0.314 0.295 0.005 -0.2950
C -0.515 -0.995 4.239 -0.430 -0.022 1.116 -0.6100
C -1.540 -2.194 -0.527 -0.204 -0.118 0.501 -0.1306
C -1.443 1.562 -1.321 -0.082 0.787 -0.519 -0.3086
C -0.103 -2.773 -0.396 0.547 0.030 -0.254 -0.1743
C -1.770 -0.851 -1.219 -0.785 -0.653 -1.012 -0.2641
H -1.989 -2.168 0.488 0.194 0.126 -0.505 0.0984
H 1.660 -2.712 1.628 0.051 0.139 -0.323 0.0832
H 1.504 0.449 2.471 1.188 0.541 0.768 -0.0539
H -0.086 -3.466 0.457 -0.125 0.221 -0.294 0.1107
H -2.884 -1.718 -2.862 -0.021 0.049 -0.140 0.1037
H 2.927 1.954 -1.515 0.167 0.109 -0.098 0.0376
H 2.250 -0.432 -1.185 -0.126 -0.249 -0.050 0.0652
H 2.706 -1.413 1.019 -0.065 -0.207 -0.166 0.0673
H 0.976 3.732 1.721 0.012 -0.123 -0.171 0.0338
H 0.733 -0.802 -2.028 0.128 -0.143 0.117 0.0819
H -2.093 -2.966 -1.071 -0.089 0.130 0.097 0.1138
H 2.053 -2.015 -2.001 -0.085 0.169 0.105 0.0981
H -1.197 3.148 0.182 0.014 -0.098 -0.409 0.0733
H -0.597 1.546 2.168 -0.463 1.656 0.474 -0.1150
H 2.717 -3.020 0.212 -0.189 0.270 0.139 0.0996
H 1.960 3.323 -2.109 0.014 0.043 0.000 0.0468
H -2.283 2.592 -3.024 -0.020 -0.313 -0.033 0.1097
H 2.599 3.205 1.286 -0.093 0.144 -0.032 0.0386
H 1.812 4.482 0.320 -0.033 -0.006 0.042 0.0424
H 0.135 -3.359 -1.300 0.009 0.143 0.168 0.1230
H -3.233 0.480 -4.016 0.039 0.004 0.054 0.0995
H -0.565 3.599 -1.446 -0.284 -0.176 0.057 0.0839
H 1.487 1.651 -2.456 -0.175 -0.003 0.055 0.0383

45
Properties=species:S:1:pos:R:3:forces:R:3:lowdin_charge:R:1 method="wB97M-V/def2-TZVPD" homo_energy_ev="-10.35 / -10.31" orbital_gap_ev="7.180 / 6.858" charge=+1 multiplicity=6
Se 1.131 -1.982 -1.941 0.216 -0.446 -0.267 0.1679
Fe 0.292 -0.255 -0.762 -0.482 0.448 0.102 0.3250
N -0.700 0.649 -2.648 -0.092 -0.068 0.069 -0.1534
N 1.111 1.931 -0.964 0.022 -0.027 0.025 -0.1066
N -0.184 -0.948 1.269 0.187 -0.231 0.144 0.0835
N 2.094 -0.112 0.490 0.110 -0.124 0.363 -0.0317
N -2.015 -0.529 -0.525 -0.456 0.663 0.530 0.0433
C -1.405 -1.382 1.544 -0.339 0.073 -0.541 -0.1972
C -2.822 0.223 -1.474 -0.024 -0.130 -0.211 -0.1807
C -0.587 -2.807 3.249 0.238 0.009 0.026 -0.0075
C -1.661 -2.326 2.523 0.039 0.094 0.136 0.0147
C 0.859 -1.386 1.979 0.123 0.014 0.075 -0.1845
C 2.455 2.073 -0.360 0.009 -0.025 0.028 -0.1649
C 0.693 -2.319 2.992 -0.079 0.022 -0.025 0.0259
C -2.458 -0.779 0.643 0.929 -0.477 0.469 -0.2487
C 3.376 -0.986 2.432 -0.008 0.006 -0.022 0.0054
C -0.417 2.069 -2.843 0.048 -0.025 0.057 -0.1907
C -2.098 0.226 -2.817 0.042 0.028 0.047 -0.1825
C 1.008 2.332 -2.376 -0.060 -0.050 -0.034 -0.1916
C 3.112 0.707 -0.128 -0.088 -0.027 -0.018 -0.1774
C 2.173 -0.773 1.573 -0.134 0.097 -0.252 -0.2462
C -3.782 -0.497 1.283 -0.240 0.124 -0.649 0.0024
H 3.099 2.707 -0.974 -0.008 -0.022 -0.029 0.1252
H -3.728 -0.619 2.361 -0.006 0.014 -0.013 0.0825
H 3.538 -2.052 2.590 -0.001 -0.010 -0.008 0.0955
H -0.095 0.091 -3.243 -0.065 0.031 -0.100 0.0463
H -4.102 0.523 1.058 0.001 -0.006 0.008 0.0930
H -3.821 -0.206 -1.591 0.005 0.022 0.005 0.1312
H -2.946 1.245 -1.098 0.003 0.008 -0.012 0.1266
H -4.555 -1.162 0.890 0.002 -0.012 0.017 0.1066
H -0.545 2.384 -3.883 0.019 -0.001 -0.005 0.1299
H -0.735 -3.558 4.012 0.004 0.004 0.006 0.1234
H -2.667 -2.677 2.709 0.022 -0.005 -0.005 0.1259
H 3.370 0.241 -1.082 -0.008 0.001 -0.003 0.1135
H 1.281 3.380 -2.527 -0.019 0.010 0.002 0.1279
H -2.629 0.859 -3.534 0.006 0.009 0.003 0.1260
H 1.701 1.716 -2.955 0.013 0.009 0.015 0.1298
H 4.024 0.829 0.458 -0.001 -0.002 0.024 0.1151
H 1.539 -2.672 3.564 -0.001 -0.003 -0.001 0.1182
H 2.343 2.566 0.606 -0.003 0.008 -0.005 0.1258
H 4.274 -0.577 1.980 0.007 0.021 0.013 0.0764
H 3.228 -0.525 3.411 0.005 -0.017 0.007 0.1042
H -2.097 -0.789 -3.212 0.052 -0.006 0.019 0.1258
H -1.120 2.653 -2.241 0.015 0.006 0.004 0.1238
H 0.469 2.515 -0.438 0.000 -0.008 0.007 0.1231

45
Properties=species:S:1:pos:R:3:forces:R:3:lowdin_charge:R:1 method="wB97M-V/def2-TZVPD" homo_energy_ev=-7.95 relative_energy_ev=0.726 orbital_gap_ev=8.623 smiles="CCNC(=S)N1CCN(S(=O)(=O)c2ccc(C)c(C)c2)CC1"
S -3.617 2.166 0.260 -0.028 0.731 -0.111 0.6803
S 1.073 -1.568 0.593 -0.143 0.254 -0.402 0.6880
O 0.874 -1.380 2.007 0.231 0.243 -0.060 -0.2891
O 1.108 -2.915 0.103 0.051 -0.026 -0.241 -0.2814
N -2.563 -0.158 0.960 -0.237 -0.016 -0.012 -0.1178
N -4.702 -0.208 0.052 0.193 -0.425 0.122 -0.0226
N -0.094 -0.757 -0.320 0.984 -0.577 0.306 -0.2292
C 4.370 0.776 0.590 -0.116 -0.127 -0.106 -0.2185
C -3.621 0.515 0.426 -0.062 0.028 0.142 -0.8034
C -2.236 -1.529 0.614 0.000 -0.298 -0.283 -0.1182
C -1.365 0.574 1.324 0.362 0.369 0.140 -0.1859
C 4.787 0.688 -0.745 -0.099 -0.050 0.074 -0.2235
C -5.935 0.402 -0.395 -0.297 0.103 -0.265 -0.3015
C -1.284 -1.531 -0.592 -0.348 -0.557 0.092 -0.1644
C 2.938 -0.787 -1.236 0.037 -0.047 -0.102 -0.0481
C -6.732 -0.588 -1.230 0.144 0.125 0.155 -0.0913
C 5.128 1.607 1.577 -0.007 -0.016 -0.039 -0.0394
C 3.238 0.078 0.988 -0.005 -0.008 0.101 -0.0177
C 2.537 -0.690 0.080 -0.456 -0.206 0.187 -0.2828
C -0.378 0.583 0.153 -0.155 0.496 0.385 -0.1644
C 4.065 -0.094 -1.640 -0.109 -0.072 0.072 -0.0215
C 6.003 1.428 -1.206 -0.036 -0.015 0.015 -0.0408
H -1.723 -1.979 1.469 -0.160 -0.053 -0.048 0.1283
H -7.639 -0.115 -1.594 -0.123 -0.007 -0.026 0.0720
H -6.146 -0.921 -2.083 0.027 -0.049 -0.094 0.0736
H 5.155 2.649 1.259 0.050 0.102 0.043 0.0857
H -0.908 0.072 2.180 -0.101 0.065 -0.075 0.1131
H -1.785 -1.094 -1.463 0.065 -0.028 0.055 0.1368
H 6.157 1.260 1.659 0.101 0.035 0.063 0.0857
H -7.011 -1.457 -0.637 -0.090 -0.138 0.004 0.0682
H 4.664 1.555 2.557 0.012 0.033 0.083 0.0800
H 4.393 -0.161 -2.666 0.032 -0.009 -0.099 0.1132
H 0.567 1.037 0.453 -0.063 0.212 -0.026 0.1194
H 2.887 0.115 2.008 0.012 0.067 0.150 0.1182
H -4.798 -1.146 0.411 0.107 0.059 -0.024 0.1265
H -0.957 -2.545 -0.823 -0.227 0.010 -0.114 0.1138
H 5.882 2.499 -1.046 0.065 0.099 -0.009 0.0864
H -3.124 -2.117 0.384 0.079 -0.006 0.067 0.1137
H -6.530 0.743 0.463 0.114 0.066 -0.109 0.1192
H -5.668 1.282 -0.985 -0.106 -0.141 0.147 0.0670
H -0.801 1.156 -0.678 0.073 -0.020 0.071 0.1231
H 6.880 1.109 -0.644 0.114 0.029 0.012 0.0865
H 2.371 -1.402 -1.915 -0.030 -0.052 -0.184 0.1175
H 6.185 1.253 -2.262 0.047 0.018 -0.058 0.0775
H -1.643 1.594 1.591 0.098 -0.199 0.002 0.0676

44
Properties=species:S:1:pos:R:3:forces:R:3:lowdin_charge:R:1 method="wB97M-V/def2-TZVPD" homo_energy_ev=-8.80 relative_energy_ev=12.031 orbital_gap_ev=8.881
O -0.719 -0.589 1.727 1.621 -2.281 -4.080 -0.0303
O 0.481 1.986 1.399 0.596 0.127 -0.580 0.1169
O 1.662 2.380 -0.413 -0.145 -0.527 0.438 0.0887
N 0.470 -0.910 -0.408 -3.873 2.024 0.312 0.0308
N -2.738 -2.459 0.412 -0.146 0.452 2.932 -0.0371
N -5.757 -0.191 0.615 0.512 -0.222 4.144 -0.0776
C -0.584 -1.055 0.535 -3.133 2.910 0.041 -0.3445
C -4.292 1.769 -0.104 1.845 0.781 -2.209 -0.2243
C 4.649 1.135 -0.206 -0.153 -5.614 -1.184 -0.0095
C 1.565 -0.040 0.114 -0.347 -0.665 -0.317 -0.1831
C -5.252 0.689 -0.480 -4.824 -1.247 -2.642 -0.4091
C 6.677 -0.067 0.497 -0.163 -1.338 0.356 -0.0607
C 5.973 1.080 0.252 -1.576 -0.450 -0.551 -0.1028
C 1.227 1.569 0.366 0.341 -0.935 -1.118 -0.4215
C -2.779 -0.357 -0.935 -1.216 -0.095 -0.757 -0.2160
C -2.889 0.926 0.080 2.772 1.170 -0.647 -0.1673
C 4.788 -1.365 -0.121 -3.622 3.452 -1.025 -0.0960
C -1.915 -1.524 -0.353 1.657 -0.305 1.582 -0.4447
C 2.613 -0.243 -1.026 2.123 0.264 1.224 -0.1076
C 4.062 -0.178 -0.422 -0.598 2.180 -0.901 -0.1503
C 5.987 -1.325 0.350 6.047 1.602 2.914 -0.1101
H 6.480 -2.185 0.854 -0.349 0.365 -1.031 0.1230
H 2.538 -1.260 -1.522 -0.452 1.390 0.604 0.1290
H -4.972 -0.748 1.185 -1.862 1.622 -2.039 0.0536
H -3.905 -0.753 -1.062 3.860 -0.502 0.700 0.0775
H 0.038 1.275 1.859 -0.181 -1.020 0.245 0.0722
H -0.125 -0.609 -1.400 2.775 -0.916 3.475 0.2342
H 1.778 -0.538 1.122 0.233 0.892 -1.417 0.1718
H -1.375 -2.076 -1.134 -0.687 -0.178 -0.230 0.1094
H -2.546 -0.120 -2.127 -0.107 -0.154 3.279 0.1634
H -4.631 2.437 0.746 0.681 -1.154 -0.729 0.1110
H 6.180 2.072 0.342 2.599 2.422 0.657 0.0689
H 4.260 1.976 -0.739 -0.496 0.636 0.567 0.1022
H 7.724 -0.114 0.834 -0.654 0.420 -0.071 0.1042
H -4.805 -0.034 -1.330 -2.032 2.486 2.043 0.0847
H -6.339 0.947 -1.178 3.126 0.087 2.425 0.1761
H -2.705 0.585 1.252 -0.311 0.923 -3.304 0.1286
H -4.143 2.500 -1.042 -0.292 -1.587 2.011 0.1351
H -1.813 1.653 -0.398 -3.417 -1.914 2.176 0.1842
H 2.469 0.620 -1.720 0.156 -0.915 0.234 0.1187
H -1.994 -3.336 0.879 -3.067 3.922 -0.957 0.1799
H 4.357 -2.268 -0.107 -2.162 -3.201 -0.462 0.0754
H -6.284 0.292 1.536 1.815 -0.939 -3.683 0.1421
H -3.416 -1.545 1.272 3.104 -3.970 -2.424 0.2110

For reference, E_tot by record: -79424.090 -59616.151 -123107.873 -46164.319 -26531.029 eV.